Molecular formula: C52H122F15N7O22S5
Method: DFT, ωB97M-V/def2-TZVPD

The value obtained for the largest force on an atom is 3.1 eV Å⁻¹. As for the charge: +2. The orbital gap comes out at 10.2 eV.

```
223
C52H122F15N7O22S5 ωB97M-V/def2-TZVPD
S 2.74692 3.20123 2.89377
S 1.27149 -4.69476 -2.99774
S -3.61304 -0.53805 1.98268
S 2.68005 -2.46374 3.57389
S 0.13673 3.04546 -3.64415
F 3.49427 2.48432 5.29490
F 2.52822 -4.59943 2.14505
F 3.79493 -4.55323 -2.18466
F -5.43729 -2.31960 2.85107
F 5.09032 3.13842 4.00829
F 2.75155 -5.05218 4.28561
F 2.40558 -4.16784 -0.58098
F 0.31010 4.13663 -5.96988
F 1.67029 2.48827 -5.72067
F -4.47731 -1.13577 4.39417
F 0.83829 -4.44365 3.49397
F 2.76458 -2.64727 -2.03666
F 2.08516 4.42165 -4.74169
F -5.98060 -0.25333 3.21808
F 3.77194 4.58243 4.91656
O 4.12633 -2.60457 3.46001
O 0.07299 -4.08886 -2.41560
O -2.51119 0.66945 8.22187
O 1.99635 -1.84393 2.45830
O -0.57415 4.22277 -3.16273
O -3.26396 0.79291 2.46222
O 1.18929 2.56844 -2.72250
O 3.43410 4.08544 1.96455
O 2.74505 1.79685 2.56937
O 5.58688 1.47298 -1.31997
O -4.34492 -0.58682 0.72911
O -0.71801 2.01754 -4.20745
O 1.49213 3.70536 3.40120
O -4.64625 2.36671 -2.38981
O 1.67219 -4.19605 -4.30367
O -1.07111 5.80288 0.01932
O -2.14796 0.17633 -8.05580
O 1.45812 -6.10347 -2.74444
O -2.79960 -5.12264 -0.05545
O -0.23379 -1.33034 -2.17408
O -2.68508 -1.63243 2.20780
O 2.13332 -2.24808 4.92328
N -6.09159 2.77218 0.34189
N 6.35200 -0.14494 1.15201
N -0.00929 -1.45535 -6.20147
N -0.41343 -7.26224 0.55673
N 0.34719 0.82920 -0.01912
N -0.12475 0.23131 5.38937
N 1.01300 6.88659 2.16318
C -4.82154 3.07527 1.01756
C 4.98259 -0.91949 1.19848
C -7.12481 2.35239 1.45638
C 3.81283 3.33613 4.38172
C -0.55946 -7.45674 2.05243
C -6.56320 3.95619 -0.46290
C -1.64239 -7.89255 -0.13646
C -2.25524 0.22737 6.92166
C -1.20399 -0.86867 -1.22645
C 5.17938 -2.38055 0.79398
C 7.37324 -0.79614 2.08127
C -2.16311 -0.93288 -4.86291
C -5.97650 1.56589 -0.52866
C 0.17803 0.03170 1.28370
C -2.33629 1.55545 -7.99074
C -7.64935 3.47409 2.28920
C -0.45416 -1.11109 4.84823
C -1.92453 -9.23786 0.33070
C 0.67003 -1.18659 -4.81903
C -0.01288 6.33417 3.14246
C 2.30379 6.92447 2.98036
C -4.91079 -1.07050 3.16550
C 2.58909 -3.96443 -1.88087
C 1.12617 3.56491 -5.09701
C 0.08131 -0.24856 -7.10047
C -1.50402 -1.80646 -5.92682
C -3.58344 -3.96010 -0.17689
C -0.44925 -5.75495 0.34159
C -0.91323 0.58661 -0.88802
C -0.81813 -0.26405 -8.33545
C -4.71859 1.37246 -1.32381
C 1.24065 5.96331 0.94603
C -8.02758 3.90280 -0.90944
C 7.23303 2.26910 1.63989
C -0.75245 0.38452 6.75299
C -0.61726 1.32679 4.60669
C 6.91096 -0.15570 -0.25344
C 4.90209 1.93601 -2.49068
C 1.72957 0.44478 -0.69563
C 5.99080 1.27858 1.58092
C 2.17830 -4.22160 3.36636
C 1.36100 0.32244 5.56288
C 0.55241 -2.62728 -6.90626
C 2.16492 -0.97179 -4.93496
C -1.69252 -4.96155 0.82975
C 0.82083 -7.81327 -0.05373
C 0.26916 6.10781 -0.23643
C 0.42196 2.27262 0.21812
C -3.39689 2.23653 -3.07943
C 2.12602 -7.43554 0.56905
C 0.62773 8.25637 1.64446
C 5.94972 0.17846 -1.41570
H -4.30660 2.18721 1.44728
H -1.63600 1.24995 4.32980
H 0.62238 -3.50619 -6.22811
H -1.12478 -9.95793 0.50209
H -6.89183 4.10541 2.77673
H 8.39952 -0.44704 1.88861
H -1.40959 -7.87058 -1.20635
H -6.56249 1.64652 2.07967
H 5.04314 -0.45382 -1.38453
H 1.55292 -2.38198 -7.25539
H 1.11962 -0.15265 -7.43302
H 5.17003 1.56973 0.91618
H -7.96637 1.81047 1.02895
H -2.08329 1.88744 -6.98402
H 6.51996 -0.00616 -2.37754
H 5.61521 1.20910 2.60446
H -0.18608 -2.30952 -2.33822
H 1.68151 -0.49306 6.20768
H 0.85641 0.37743 2.04012
H 5.59219 -2.99586 1.59707
H -6.32782 4.88774 0.08660
H 0.47097 -2.09351 -4.28764
H -4.13475 3.62395 0.31970
H 0.31203 -1.02017 1.08610
H -2.08094 0.04341 8.81077
H 1.32239 4.97401 1.37660
H 0.12309 -6.83538 2.62992
H 8.03943 1.97285 2.33410
H -1.38226 5.21769 -0.66748
H -3.49833 2.84312 -3.94047
H -1.55491 -2.84442 -5.57345
H -6.84419 1.62922 -1.17262
H -0.74041 1.10389 -1.85356
H -3.18517 -3.30802 -0.95196
H -0.39447 2.27534 5.11070
H -2.94069 0.74394 6.21290
H 7.62959 2.45438 0.64715
H -0.12012 -1.88839 5.52402
H 2.09895 7.44646 3.90334
H -0.07335 -2.84558 -7.76897
H 4.28178 -0.42923 0.55386
H -5.91044 3.99433 -1.32566
H 0.85506 -7.30964 -1.04696
H 7.30572 -1.81636 1.71500
H -2.02951 -1.68719 -6.84713
H 1.81832 0.17604 4.58985
H -1.88233 2.15371 -8.78570
H -2.21094 -1.01079 -1.67819
H -0.09668 0.61057 -6.41413
H 1.28013 8.56716 0.79024
H -0.03327 7.00141 4.01045
H -0.53289 2.60137 0.63299
H 2.18655 -7.63505 1.64067
H -1.83335 -1.23742 -3.87169
H 5.44146 1.75524 -3.41677
H 1.58401 1.29674 5.94844
H 0.71380 5.45392 -1.00056
H 0.26027 5.32236 3.51236
H 2.42117 -0.18952 -5.66136
H 2.57720 5.89587 3.21879
H 1.73826 -0.61737 -0.87532
H -0.37636 8.22430 1.24114
H 4.18718 -2.74560 0.55787
H -8.77798 3.80783 -0.11858
H -2.56928 2.50379 -2.45820
H 0.46393 -5.36279 0.80222
H 3.09482 7.48004 2.45110
H 5.75573 -2.50998 -0.13809
H 4.72975 3.01241 -2.48204
H 2.92171 -8.04939 0.09655
H 0.00897 1.40703 3.71115
H -4.59128 -4.27225 -0.43685
H -2.62573 -9.68229 -0.37806
H -1.93152 -5.18369 1.88313
H -0.39032 1.35724 7.04624
H 4.59795 -0.86678 2.20898
H -6.22422 0.72026 0.10592
H -1.19060 -1.52687 -0.31655
H -0.87772 0.13220 1.55132
H -0.90203 -1.20225 -8.85694
H 0.53571 2.79601 -0.75860
H 0.69590 -8.90526 -0.14770
H -8.21409 2.92739 3.08166
H 1.84452 1.10088 -1.57117
H -2.47273 -7.20057 -0.06775
H -3.23741 -1.03664 -4.99600
H 7.30255 -1.13044 -0.48158
H 0.61206 8.99560 2.45517
H 3.95230 1.42219 -2.64818
H -8.39731 4.14545 1.88768
H 0.13320 -0.34501 -4.36617
H -0.93413 6.28177 2.56140
H -0.33020 -8.51405 2.32627
H 7.04698 -0.65132 3.11241
H -1.53731 -1.15717 4.77094
H -3.64432 -3.45515 0.77993
H 2.22247 6.26201 0.52681
H -3.41356 1.71373 -8.08679
H -1.72791 0.99848 -0.25951
H -0.31637 0.43373 -9.00671
H -2.34163 -9.14045 1.32572
H 0.35180 7.11414 -0.68288
H -5.03752 3.69006 1.90766
H -4.69989 0.41810 -1.87571
H -0.43467 -5.62467 -0.76375
H -3.19040 1.18159 -3.27895
H -1.58876 -7.21548 2.29359
H -8.27327 3.15274 -1.70088
H -3.88970 1.41371 -0.63899
H -0.36608 -0.40950 7.41282
H -8.18115 4.86578 -1.36991
H 2.55024 -0.64428 -3.95695
H -2.57528 -0.80686 6.77786
H 6.79089 3.15580 2.12783
H 1.15745 2.55188 0.93595
H 2.49844 0.72338 0.05061
H 2.31119 -6.39902 0.39989
H 7.75847 0.52928 -0.35395
H -1.41227 -3.93024 0.74047
H -1.93985 0.12472 -5.02794
H 2.80634 -1.79282 -5.26283
H 0.10293 -1.23341 3.93163
```



Molecular formula: C46H35I2N5O3ReS3
Method: DFT, ωB97M-V/def2-TZVPD

The value obtained for the largest force on an atom is 0.7 eV Å⁻¹. Its spin multiplicity is 2. As for the charge: +2. The orbital gap (alpha / beta) comes out at 6.1 / 6.3 eV. As for the energy relative to the best compared isomer or geometry (same formula, charge and spin): 21.0 kcal per mole.

```
95
C46H35I2N5O3ReS3 ωB97M-V/def2-TZVPD
Re 1.69512 1.97357 0.80372
I 2.01374 7.13484 0.91343
I 6.94117 5.89585 -2.21801
S -1.51739 -1.43371 0.04643
S 1.28386 -1.37235 0.63094
S -1.39600 1.38800 -0.14540
O 0.91304 2.41427 2.78196
O 3.03072 2.22731 2.38270
O 1.76416 3.90908 0.64414
N 1.80761 -0.04633 0.96412
N -1.71664 -0.09904 -0.71394
N -0.29071 -1.69827 0.95866
N 0.02851 1.75304 -0.19240
N 3.29254 2.14615 -0.52987
C -2.88780 -1.76804 1.11385
C 1.42245 -0.78766 -2.00892
C 1.47085 -1.82531 -1.08483
C 2.05512 -2.63818 1.59570
C 3.20733 5.71344 -0.00520
C 3.97963 -3.30911 2.84420
C 2.11814 -4.81430 2.57794
C 3.68923 3.45136 -0.63273
C -5.09494 -2.34683 2.63419
C 2.08767 2.51598 3.19492
C -2.30972 2.40782 -1.25303
C 4.39596 6.11771 -0.66157
C -3.47556 2.07284 1.54025
C 5.22679 1.48892 -1.74728
C -4.08464 2.09081 2.78561
C -2.17696 0.99318 3.76090
C 3.31818 -2.34517 2.09524
C -3.43977 1.55114 3.88950
C 5.63988 2.79217 -1.85620
C -3.61653 4.14824 -2.92288
C -2.04335 3.77019 -1.14600
C 5.21131 5.21555 -1.29013
C -5.25526 -1.73260 1.39958
C -1.81525 -4.58400 -3.17097
C -1.61176 -3.96428 -0.86245
C 1.73565 -3.42463 -2.84049
C 4.87466 3.82478 -1.28515
C -4.14658 -1.43947 0.62361
C -2.21234 1.50249 1.42611
C 1.44290 -3.86217 1.83217
C -1.82813 -3.25038 -3.54300
C 2.84401 4.39298 0.00411
C -1.62304 -2.62959 -1.25550
C 1.68687 -2.39859 -3.77309
C 1.62818 -3.14534 -1.48678
C -3.86109 2.78704 -3.01994
C -3.83141 -2.66803 3.10514
C -2.70737 -2.37854 2.34520
C 3.38242 -4.53711 3.08037
C -1.70687 -4.94377 -1.83333
C 1.53365 -1.08425 -3.35934
C -2.71268 4.64069 -1.98951
C -1.55193 0.96524 2.52486
C -1.73475 -2.25319 -2.58144
C -3.20734 1.89782 -2.17634
C 4.04660 1.19768 -1.05708
H -2.52238 5.70201 -1.92377
H -1.72984 -1.20984 -2.85624
H -5.06236 2.53711 2.89231
H -6.24233 -1.48506 1.04074
H -1.91388 -2.97974 -4.58322
H -0.55788 0.54852 2.42649
H -3.98099 2.49776 0.68625
H 4.65189 7.16785 -0.65596
H -4.25854 -0.96563 -0.33947
H 1.68987 -3.94538 -0.76470
H -1.70660 -5.98420 -1.54939
H 3.69597 0.18177 -0.93300
H -1.32131 4.13636 -0.43337
H -3.91819 1.57926 4.85654
H 1.65574 -5.76986 2.77423
H -4.13151 4.83241 -3.58174
H 5.80415 0.68444 -2.17163
H -3.71742 -3.14256 4.06727
H 1.29923 0.23412 -1.68194
H 2.31918 2.84636 4.21089
H -4.56260 2.41384 -3.75330
H -1.89830 -5.35189 -3.92558
H -1.67155 0.58877 4.62480
H 4.95864 -3.09484 3.24731
H 0.45387 -4.06284 1.45083
H -3.39474 0.83692 -2.23529
H 1.50788 -0.28562 -4.08602
H 1.87206 -4.44517 -3.16561
H 1.77850 -2.62462 -4.82526
H -1.71632 -2.60654 2.70226
H 3.75862 -1.37703 1.91670
H -1.54890 -4.23304 0.18117
H 3.90124 -5.28283 3.66546
H -5.96368 -2.57676 3.23257
H 6.56035 3.03602 -2.36713
```



Question: Among the records above, which one has the highest largest force on an atom?
Answer: C52H122F15N7O22S5



Question: charge of number 2 (C46H35I2N5O3ReS3)?
Answer: +2



Question: What is the formula in the second record?
Answer: C46H35I2N5O3ReS3